(1)
Entry from the Open Molecules 2025 dataset: a cluster of 2 separate species, C6H8Si in total in a non-equilibrium geometry (the ωB97M-V functional and the def2-TZVPD basis).

```
15
C6H8Si (the ωB97M-V functional and the def2-TZVPD basis)
Si -2.200 -1.236 -0.530
C 3.032 -0.572 -0.858
C -0.707 -1.533 0.597
C -1.796 1.578 0.521
C 3.168 0.308 -0.069
C -1.127 1.447 -0.566
C -2.386 0.615 -0.585
H -3.314 1.138 -0.986
H 3.198 -1.243 -1.619
H -0.414 -2.547 0.669
H 0.154 -1.167 0.069
H -0.235 1.682 -1.119
H -0.580 -1.247 1.580
H 3.019 0.974 0.694
H -2.135 2.092 1.413
```

Its net charge is 0. As for the gap between HOMO and LUMO: 7.54 eV. Its HOMO energy is -7.52 eV.

(2)
Entry from the Open Molecules 2025 dataset: a cluster of 2 separate species, C6H9B in total in a non-equilibrium geometry (the ωB97M-V functional and the def2-TZVPD basis).

```
16
C6H9B (the ωB97M-V functional and the def2-TZVPD basis)
C -2.220 -0.084 0.348
C -0.340 -0.433 -0.824
C -1.532 -1.036 -0.404
C 2.828 -0.170 -0.095
C -1.592 1.140 0.390
C -0.324 0.937 -0.383
B 0.478 -0.101 0.700
H 0.393 -0.728 -1.532
H 2.666 0.498 -0.981
H -1.929 1.959 0.909
H 3.282 -1.184 -0.164
H -3.303 -0.362 0.659
H 2.853 0.345 0.950
H 0.217 1.676 -0.886
H 0.409 -0.442 1.859
H -1.885 -2.014 -0.548
```

Its net charge is 0. As for the gap between HOMO and LUMO (spin up / spin down): 6.87 / 6.86 eV. Its HOMO energy (spin up / spin down) is -6.95 / -6.95 eV.

(3)
Entry from the Open Molecules 2025 dataset: a structure of composition C6H9BaO3 in a non-equilibrium geometry (the ωB97M-V functional and the def2-TZVPD basis).

```
19
C6H9BaO3 (the ωB97M-V functional and the def2-TZVPD basis)
Ba 1.967 -1.785 -0.068
O -2.357 1.823 0.118
O -1.562 -0.496 -1.105
O 1.053 1.099 -0.326
C -1.200 1.730 0.557
C -0.862 2.405 1.846
C -0.545 -0.513 -0.173
C -0.264 0.960 -0.308
C -1.880 -0.641 -2.479
C 1.747 2.304 -0.710
H 2.694 1.996 -1.162
H -0.995 -0.290 -3.015
H 1.136 2.908 -1.386
H 1.897 2.831 0.235
H -2.205 -1.665 -2.689
H -1.102 1.748 2.694
H 0.132 2.869 1.853
H -1.529 3.261 1.997
H -2.733 0.018 -2.675
```

Its net charge is +2. As for the gap between HOMO and LUMO (spin up / spin down): 7.09 / 7.09 eV. As for the multiplicity: 2. Its HOMO energy (spin up / spin down) is -15.58 / -15.76 eV.

(4)
Entry from the Open Molecules 2025 dataset: an isolated molecule of C6H9Br in a non-equilibrium geometry (the ωB97M-V functional and the def2-TZVPD basis).

```
16
C6H9Br (the ωB97M-V functional and the def2-TZVPD basis)
Br 2.833 -0.370 0.151
C 1.147 -0.024 -0.768
C 0.164 -1.283 1.249
C -1.490 -0.591 -0.664
C -0.081 -0.434 0.050
C 0.322 1.012 -0.097
C 0.214 2.289 -0.060
H -0.712 -1.927 1.426
H -0.528 3.035 0.316
H 1.225 -0.143 -1.814
H -1.481 -0.121 -1.742
H 0.102 -0.648 2.197
H 1.041 2.874 -0.574
H -2.189 -0.116 -0.028
H 1.124 -1.880 1.187
H -1.692 -1.672 -0.827
```

Its net charge is 0. As for the gap between HOMO and LUMO (spin up / spin down): 6.09 / 6.96 eV. As for the multiplicity: 3. Its HOMO energy (spin up / spin down) is -5.19 / -9.69 eV.

What is the formula in the third record? C6H9BaO3

net charge of number 4 (C6H9Br)? 0

Which of these has the highest net charge? C6H9BaO3